[1]
This record from OMol25 describes the ion C28H36N3O with charge +1. The level of theory is the ωB97M-V functional and the def2-TZVPD basis.

Each line ends with the Löwdin charge.
CARTESIAN COORDINATES (ANGSTROEM)
C 2.1913 -1.7759 -3.7988  -0.061
O 1.6043 -0.7682 -2.9499  -0.211
C 1.3168 0.4255 -3.6675  -0.173
C 0.6867 1.4917 -2.7494  -0.161
C 0.8800 2.8757 -3.3633  -0.114
C 1.6693 3.7291 -2.3841  -0.131
C 2.2909 2.8108 -1.3471  -0.089
N 1.4798 1.5190 -1.4233  0.005
C 0.8462 1.2818 -0.1257  -0.181
C -0.5831 0.7195 -0.0941  -0.190
C -0.9874 -0.5380 -0.5556  -0.007
C -2.1789 -1.1078 -0.0728  -0.142
C -3.0678 -0.3204 0.7204  -0.100
C -2.7247 1.0227 1.0262  -0.138
C -1.5328 1.5332 0.5448  0.006
C -3.5587 1.8815 1.9236  -0.148
C -4.5615 1.0846 2.7531  -0.164
C -5.1708 -0.0352 1.9353  -0.162
N -4.1801 -0.8703 1.2919  -0.088
C -4.6633 -2.1637 0.8574  -0.162
C -3.5249 -3.1300 0.6091  -0.161
C -2.4672 -2.5489 -0.3332  -0.145
C 1.8796 0.5375 0.6768  -0.078
C 3.2269 0.8814 0.6452  -0.025
N 3.9726 -0.0884 1.2594  -0.100
C 5.3856 0.0722 1.5541  -0.012
C 3.1218 -1.0790 1.7558  -0.157
C 3.4319 -2.1282 2.6158  -0.009
C 2.3676 -2.8981 3.1111  -0.075
C 1.0452 -2.5734 2.7781  -0.074
C 0.7476 -1.4679 1.9689  -0.011
C 1.7820 -0.7047 1.4326  -0.092
H 1.8746 -2.7689 -3.4567  0.097
H 1.8865 -1.6486 -4.8561  0.096
H 3.2913 -1.7161 -3.7499  0.096
H 2.2758 0.8008 -4.0872  0.140
H 0.6439 0.2182 -4.5264  0.151
H -0.3476 1.2354 -2.4977  0.151
H 1.4489 2.7842 -4.2973  0.120
H -0.1004 3.2927 -3.6163  0.130
H 2.4718 4.2942 -2.8572  0.124
H 1.0064 4.4447 -1.9046  0.120
H 3.3411 2.5827 -1.5749  0.133
H 2.2238 3.2179 -0.3281  0.134
H 2.1216 0.7280 -1.5463  0.152
H 0.7151 2.2674 0.3574  0.142
H -0.3575 -1.0789 -1.2688  0.126
H -1.3345 2.5950 0.7261  0.128
H -4.0781 2.6562 1.3374  0.127
H -2.9013 2.4259 2.6150  0.121
H -5.3561 1.7395 3.1210  0.119
H -4.0425 0.6767 3.6267  0.122
H -5.8295 0.4104 1.1697  0.137
H -5.7760 -0.6817 2.5780  0.125
H -5.3252 -2.5495 1.6414  0.125
H -5.2573 -2.0530 -0.0668  0.137
H -3.0391 -3.3709 1.5608  0.119
H -3.9270 -4.0631 0.2092  0.118
H -2.7594 -2.6967 -1.3842  0.126
H -1.5398 -3.1202 -0.2003  0.119
H 3.7134 1.7504 0.2079  0.114
H 5.8287 -0.8787 1.8770  0.089
H 5.8886 0.4328 0.6456  0.094
H 5.5313 0.8256 2.3481  0.103
H 4.4667 -2.3262 2.9041  0.107
H 2.5629 -3.7425 3.7646  0.105
H 0.2323 -3.1776 3.1754  0.103
H -0.2781 -1.1745 1.7586  0.100

Calculated values
Net charge: +1
Orbital gap: 7.61 eV
Total energy: -36132.0463 eV
ΔE to the lowest compared entry with this formula, charge and spin: 0.151 eV
Molecular weight: 430.62 g/mol
HOMO energy: -9.7 eV

[2]
This record from OMol25 describes a structure of composition CH20Ni3O13. The level of theory is the ωB97M-V functional and the def2-TZVPD basis.

Each line ends with the Mulliken spin population.
CARTESIAN COORDINATES (ANGSTROEM)
Ni -3.2443 3.4423 0.8783  1.002
Ni 1.5659 -0.3530 3.6907  1.001
Ni 2.5127 -2.3932 -2.3567  1.008
C -0.0326 -0.1001 -0.2720  -0.126
O 0.8687 -0.7971 0.2636  0.549
O -0.1361 -0.2044 -1.5132  0.727
O -0.7540 0.5860 0.4682  0.832
O -0.3181 -2.9179 4.6398  0.002
H -0.5127 -3.8253 4.4056  0.000
H -1.0866 -2.6266 5.1306  0.000
O 0.9831 3.3682 -4.8684  0.559
H 0.6348 4.1221 -4.3924  -0.014
H 0.5483 2.6128 -4.4727  -0.018
O 4.9787 -4.0664 -0.5155  0.000
H 5.4805 -3.6819 0.2032  0.000
H 5.2863 -4.9715 -0.5657  0.000
O -5.1874 1.7361 3.2106  0.000
H -4.9364 1.9608 4.1065  0.000
H -5.7966 1.0043 3.3084  0.000
O -4.9407 2.0157 -1.7839  0.004
H -5.7100 1.4625 -1.9195  -0.001
H -4.5519 2.1035 -2.6542  0.000
O 4.1607 1.9949 2.5998  0.001
H 3.9790 2.7625 2.0576  0.000
H 5.0960 2.0546 2.7947  0.000
O 4.7098 0.1990 -2.0060  0.002
H 4.4028 1.0714 -1.7591  0.000
H 5.6644 0.2670 -1.9894  0.000
O 0.3762 -5.0923 -2.1647  0.002
H 0.1761 -5.8986 -2.6400  0.000
H -0.1759 -5.1308 -1.3837  0.000
O -3.3732 -1.5198 -4.4529  0.501
H -2.7322 -1.4231 -3.7486  -0.017
H -3.6025 -2.4491 -4.4429  -0.012
O -1.6800 4.8236 3.7450  0.001
H -1.5410 5.6578 4.1935  0.000
H -1.1119 4.2060 4.2054  0.000

Calculated values
Net charge: +4
2S+1: 7
Orbital gap (spin up / spin down): 7.50 / 1.70 eV
Total energy: -151052.3678 eV
Molecular weight: 416.24 g/mol
HOMO energy (spin up / spin down): -19.9 / -19.9 eV
Expectation value of S²: 12.0228

[3]
This record from OMol25 describes an isolated molecule of C3H5NOS2. The level of theory is the ωB97M-V functional and the def2-TZVPD basis.

Each line ends with the Löwdin charge.
CARTESIAN COORDINATES (ANGSTROEM)
C -1.8228 -0.7740 0.5848  -0.461
S -1.3262 0.1586 -0.7858  0.892
N 0.2691 -0.4040 -0.9888  -0.416
C 1.3989 0.1183 -0.3809  -0.840
S 2.6963 -0.8900 -0.2156  0.685
C 1.5264 1.6137 0.0078  -0.218
O 0.6690 2.4871 -0.2506  0.009
H -1.5167 -0.4544 1.6199  0.069
H -2.8392 -0.4962 0.6446  0.001
H -1.9695 -1.8610 0.5254  0.053
H 0.6561 -1.3391 -1.4891  0.141
H 2.2585 1.8413 0.7284  0.086

Calculated values
Orbital gap: 7.98 eV
Total energy: -28397.9531 eV
ΔE to the lowest compared entry with this formula, charge and spin: 2.277 eV
Molecular weight: 135.21 g/mol
HOMO energy: -9.1 eV